ORCA calculation (wB97M-V/def2-TZVPD) on a 12-piece molecular cluster, C64H152O8 overall in a non-equilibrium geometry.

Summary:
M ... 1049.912 g/mol
HOMO-LUMO gap ... 10.27 eV
E_tot ... -3131.3032 hartree

The geometry in ORCA input format:
```
! wB97M-V def2-TZVPD RIJCOSX def2/J DEFGRID3
* xyz 0 1
C 31.75 -17.95 3.46
C 30.52 -18.31 4.30
C 29.34 -18.74 3.38
C 28.14 -19.31 4.18
C 26.85 -19.51 3.33
C 25.68 -20.10 4.16
H 32.52 -17.64 4.20
H 31.59 -17.14 2.75
H 32.03 -18.87 2.98
H 30.70 -19.03 5.10
H 30.26 -17.41 4.89
H 29.67 -19.52 2.71
H 29.06 -17.85 2.78
H 28.35 -20.20 4.82
H 27.94 -18.54 4.95
H 26.56 -18.52 2.98
H 27.12 -20.21 2.50
H 24.79 -20.02 3.58
H 25.89 -21.19 4.21
H 25.57 -19.71 5.13
C 23.42 -18.01 -2.88
C 23.45 -18.64 -1.50
C 22.26 -18.31 -0.64
C 21.83 -19.50 0.20
C 20.49 -19.19 0.92
C 20.57 -18.26 2.16
H 24.28 -18.39 -3.44
H 23.42 -16.91 -2.73
H 22.57 -18.35 -3.45
H 23.54 -19.77 -1.64
H 24.38 -18.49 -0.87
H 21.49 -17.93 -1.29
H 22.52 -17.56 0.10
H 21.69 -20.33 -0.41
H 22.66 -19.73 0.99
H 19.82 -18.83 0.10
H 20.14 -20.22 1.19
H 21.25 -18.78 2.92
H 20.86 -17.22 1.99
H 19.57 -18.17 2.57
C 18.05 -22.37 -1.19
C 17.47 -21.20 -0.42
C 17.14 -21.67 0.96
C 16.74 -20.61 1.91
C 15.47 -20.00 1.43
C 15.02 -18.99 2.51
H 18.30 -22.08 -2.20
H 17.44 -23.28 -1.33
H 18.91 -22.68 -0.66
H 18.21 -20.40 -0.43
H 16.57 -20.85 -0.90
H 18.17 -22.10 1.19
H 16.40 -22.48 0.90
H 16.54 -21.18 2.86
H 17.47 -19.81 2.06
H 15.63 -19.51 0.47
H 14.66 -20.79 1.37
H 15.40 -19.19 3.55
H 15.33 -17.98 2.25
H 13.96 -18.93 2.64
C 20.43 -27.20 0.91
C 20.73 -26.13 -0.09
C 21.07 -24.75 0.40
C 22.36 -24.72 1.31
C 23.17 -23.43 1.20
C 24.47 -23.31 2.00
H 19.45 -27.05 1.33
H 21.13 -27.12 1.75
H 20.55 -28.23 0.54
H 21.51 -26.48 -0.77
H 19.85 -26.03 -0.72
H 20.20 -24.32 0.96
H 21.12 -24.11 -0.49
H 22.13 -25.00 2.31
H 23.00 -25.62 1.11
H 23.42 -23.29 0.15
H 22.47 -22.63 1.50
H 24.34 -23.27 3.09
H 25.06 -24.20 1.77
H 25.03 -22.49 1.67
C 21.31 -26.08 5.09
C 20.67 -27.40 4.67
C 19.19 -27.26 4.35
C 18.56 -28.66 4.22
C 17.08 -28.60 3.81
C 16.25 -29.84 3.98
H 20.81 -25.68 6.07
H 21.09 -25.31 4.34
H 22.43 -26.15 5.13
H 21.20 -27.77 3.77
H 20.77 -28.17 5.45
H 19.14 -26.81 3.32
H 18.65 -26.63 5.09
H 19.23 -29.25 3.62
H 18.60 -29.12 5.25
H 16.69 -27.73 4.38
H 17.02 -28.30 2.75
H 16.63 -30.67 3.34
H 16.17 -30.10 5.04
H 15.23 -29.67 3.73
C 19.30 -19.21 5.73
C 18.73 -17.99 6.40
C 18.48 -16.77 5.60
C 17.40 -17.03 4.62
C 16.93 -15.81 3.81
C 15.94 -14.92 4.55
H 20.34 -19.10 5.36
H 18.81 -19.54 4.80
H 19.31 -20.08 6.38
H 17.75 -18.21 6.83
H 19.29 -17.71 7.28
H 19.39 -16.51 5.06
H 18.20 -15.94 6.29
H 17.69 -17.80 3.87
H 16.48 -17.38 5.13
H 17.85 -15.22 3.63
H 16.40 -16.14 2.88
H 14.99 -15.49 4.70
H 16.29 -14.63 5.53
H 15.73 -13.95 4.04
C 14.23 -17.00 8.70
C 15.43 -17.71 8.11
C 15.16 -19.12 7.55
C 15.19 -20.22 8.66
C 14.70 -21.58 8.15
C 14.61 -22.63 9.20
H 14.59 -16.11 9.13
H 13.72 -17.67 9.45
H 13.50 -16.78 7.89
H 15.83 -17.10 7.27
H 16.21 -17.82 8.87
H 15.93 -19.35 6.81
H 14.17 -19.13 7.06
H 16.28 -20.28 8.92
H 14.60 -19.90 9.50
H 13.74 -21.44 7.61
H 15.38 -21.79 7.32
H 14.11 -23.49 8.79
H 15.58 -22.92 9.64
H 13.96 -22.19 9.95
C 22.99 -17.50 5.70
C 23.68 -16.12 5.59
C 24.98 -16.22 4.79
C 25.91 -14.94 4.92
C 27.25 -15.23 4.27
C 28.34 -14.22 4.34
H 22.01 -17.41 6.10
H 23.62 -18.17 6.30
H 22.87 -17.90 4.69
H 23.11 -15.39 5.04
H 23.90 -15.76 6.57
H 24.80 -16.42 3.73
H 25.58 -17.05 5.09
H 25.48 -14.02 4.49
H 26.13 -14.73 5.93
H 27.58 -16.23 4.61
H 26.99 -15.46 3.21
H 29.29 -14.66 4.06
H 28.11 -13.43 3.62
H 28.32 -13.73 5.32
C 18.54 -30.07 8.13
O 17.55 -29.21 7.67
C 17.94 -27.90 8.00
C 16.73 -26.98 8.14
O 16.23 -26.71 6.86
C 14.90 -27.15 6.61
H 19.59 -29.67 7.94
H 18.44 -31.05 7.67
H 18.39 -30.23 9.20
H 18.64 -27.41 7.32
H 18.50 -27.90 8.92
H 17.05 -25.99 8.56
H 15.96 -27.47 8.72
H 14.63 -28.14 7.03
H 14.72 -27.27 5.56
H 14.17 -26.50 6.99
C 16.36 -25.02 2.37
O 15.36 -24.15 2.85
C 14.39 -24.86 3.63
C 13.09 -24.07 3.63
O 13.14 -23.06 4.66
C 13.41 -21.70 4.31
H 15.89 -25.83 1.80
H 17.08 -25.38 3.12
H 16.98 -24.49 1.64
H 14.76 -24.98 4.65
H 14.28 -25.88 3.21
H 12.28 -24.75 3.89
H 12.97 -23.68 2.62
H 12.54 -21.22 3.80
H 14.31 -21.64 3.70
H 13.64 -21.15 5.22
C 20.47 -24.43 8.56
O 21.84 -24.83 8.55
C 22.67 -23.90 7.95
C 24.05 -24.41 7.97
O 24.98 -23.89 7.04
C 25.15 -24.58 5.79
H 19.89 -25.27 8.93
H 20.14 -24.14 7.51
H 20.31 -23.60 9.21
H 22.55 -22.94 8.43
H 22.45 -23.77 6.87
H 23.96 -25.55 7.89
H 24.55 -24.25 8.94
H 24.24 -24.57 5.13
H 25.42 -25.60 6.01
H 25.99 -24.11 5.23
C 17.51 -23.45 5.68
O 18.65 -22.70 5.23
C 18.97 -22.97 3.89
C 20.20 -22.20 3.46
O 21.32 -22.57 4.25
C 22.32 -21.53 4.12
H 17.84 -24.53 5.65
H 16.56 -23.25 5.17
H 17.34 -23.16 6.71
H 18.09 -22.79 3.25
H 19.19 -24.04 3.86
H 19.92 -21.17 3.71
H 20.37 -22.28 2.38
H 23.28 -21.93 4.52
H 22.04 -20.66 4.70
H 22.38 -21.19 3.09
*
```


ORCA calculation (wB97M-V/def2-TZVPD) on a 13-piece molecular cluster, C64H156B5F20N8O6 overall in a non-equilibrium geometry.

Summary:
M ... 1568.022 g/mol
ΔE to the lowest compared entry with this formula, charge and spin ... 3.8 kcal per mole
HOMO-LUMO gap ... 9.74 eV
E_tot ... -5543.2924 hartree

The geometry in ORCA input format:
```
! wB97M-V def2-TZVPD RIJCOSX def2/J DEFGRID3
* xyz 3 1
C -0.81 4.91 -9.12
C -0.07 5.21 -7.84
C -0.59 4.38 -6.67
N 0.31 4.29 -5.43
C 0.90 5.61 -5.11
C -0.53 3.78 -4.30
C -0.62 2.24 -4.67
C 0.63 1.94 -5.47
C 1.41 3.28 -5.65
H -1.15 3.94 -9.25
H -0.26 5.24 -10.03
H -1.75 5.46 -9.05
H -0.15 6.29 -7.59
H 0.95 5.07 -7.99
H -0.74 3.39 -7.12
H -1.55 4.82 -6.24
H 0.04 6.30 -5.20
H 1.61 5.86 -5.90
H 1.23 5.44 -4.10
H -0.02 3.90 -3.34
H -1.50 4.27 -4.36
H -0.68 1.70 -3.73
H -1.59 2.08 -5.09
H 1.20 1.19 -4.91
H 0.42 1.38 -6.39
H 2.28 3.40 -5.02
H 1.76 3.33 -6.63
C -5.06 -0.48 -0.59
C -3.73 -0.68 0.18
C -2.73 0.42 -0.35
N -1.31 0.04 -0.06
C -0.88 -1.12 -0.87
C -1.01 -0.14 1.45
C 0.37 0.37 1.66
C 0.45 1.66 0.76
C -0.38 1.22 -0.47
H -5.88 -1.24 -0.42
H -4.95 -0.34 -1.66
H -5.58 0.44 -0.19
H -3.40 -1.71 0.05
H -3.84 -0.47 1.24
H -2.91 1.32 0.22
H -2.81 0.62 -1.44
H -1.56 -1.93 -0.66
H 0.09 -1.39 -0.52
H -0.85 -0.93 -1.92
H -1.24 -1.15 1.76
H -1.80 0.46 1.96
H 1.13 -0.39 1.40
H 0.34 0.62 2.75
H 1.54 1.87 0.57
H 0.07 2.57 1.29
H 0.35 0.84 -1.19
H -1.03 1.97 -0.91
C 2.94 -1.80 3.94
C 1.67 -2.30 4.57
N 1.40 -3.78 4.34
C 2.50 -4.64 4.81
C 0.14 -4.20 5.13
C 0.43 -4.49 6.62
C 1.29 -3.97 2.74
C 0.69 -5.22 2.22
O 1.34 -6.35 2.75
C 0.90 -7.57 2.17
H 3.76 -2.39 4.17
H 3.15 -0.79 4.31
H 2.84 -1.80 2.84
H 0.90 -1.80 4.10
H 1.54 -2.08 5.64
H 2.13 -5.65 4.77
H 2.77 -4.31 5.77
H 3.27 -4.52 4.05
H -0.26 -5.07 4.63
H -0.66 -3.46 5.00
H -0.47 -4.99 7.04
H 0.66 -3.69 7.25
H 1.30 -5.18 6.81
H 2.38 -4.01 2.49
H 0.89 -3.03 2.35
H 0.89 -5.01 1.12
H -0.41 -5.40 2.40
H -0.17 -7.89 2.37
H 1.59 -8.30 2.53
H 1.14 -7.58 1.09
C -4.39 -6.97 3.91
C -5.42 -5.99 3.46
N -6.46 -6.49 2.42
C -7.28 -5.23 2.09
C -5.79 -7.02 1.22
C -4.65 -6.20 0.60
C -7.32 -7.64 2.94
C -8.07 -7.47 4.28
O -9.16 -6.62 4.12
C -9.87 -6.24 5.29
H -3.68 -7.32 3.16
H -4.74 -7.87 4.43
H -3.75 -6.50 4.64
H -4.96 -5.06 3.12
H -6.02 -5.82 4.35
H -7.64 -4.67 2.99
H -8.20 -5.53 1.63
H -6.58 -4.60 1.55
H -6.54 -7.14 0.52
H -5.43 -7.99 1.54
H -4.23 -6.78 -0.25
H -3.83 -5.98 1.28
H -5.10 -5.25 0.23
H -6.71 -8.53 3.11
H -8.05 -7.79 2.14
H -7.46 -7.07 5.12
H -8.36 -8.50 4.50
H -9.20 -5.88 6.09
H -10.49 -7.07 5.68
H -10.54 -5.50 5.02
C 6.00 -3.41 -4.00
C 6.73 -2.95 -2.71
N 6.97 -1.46 -2.71
C 7.42 -1.15 -1.27
C 8.10 -1.04 -3.62
C 9.48 -1.69 -3.36
C 5.69 -0.78 -2.99
C 5.48 0.67 -2.59
O 6.44 1.49 -3.21
C 6.62 2.80 -2.58
H 6.37 -3.06 -4.95
H 4.95 -3.16 -3.88
H 6.11 -4.52 -4.03
H 7.75 -3.41 -2.64
H 6.12 -3.11 -1.86
H 7.63 -0.13 -1.16
H 8.29 -1.80 -1.07
H 6.67 -1.36 -0.51
H 8.24 0.07 -3.52
H 7.63 -1.13 -4.62
H 9.87 -1.44 -2.34
H 10.12 -1.22 -4.14
H 9.43 -2.74 -3.47
H 4.91 -1.34 -2.48
H 5.45 -0.88 -4.07
H 5.55 0.75 -1.48
H 4.47 0.90 -2.97
H 6.27 2.81 -1.56
H 6.03 3.55 -3.12
H 7.65 2.99 -2.41
C -4.29 2.79 -8.65
C -4.53 1.99 -7.41
N -5.67 1.02 -7.41
C -5.69 0.20 -6.17
C -6.97 1.83 -7.50
C -7.23 2.71 -6.37
C -5.67 0.14 -8.63
C -4.38 -0.55 -9.04
O -4.03 -1.68 -8.25
C -2.99 -2.45 -8.79
H -3.94 2.28 -9.58
H -3.47 3.39 -8.38
H -5.13 3.42 -8.83
H -4.68 2.58 -6.52
H -3.66 1.40 -7.18
H -6.58 -0.34 -6.17
H -5.62 0.73 -5.26
H -4.87 -0.44 -6.23
H -7.75 1.10 -7.63
H -6.87 2.36 -8.41
H -7.22 2.17 -5.41
H -8.25 3.12 -6.47
H -6.54 3.61 -6.40
H -5.92 0.83 -9.44
H -6.53 -0.57 -8.49
H -3.54 0.21 -9.01
H -4.57 -0.92 -10.04
H -3.26 -3.04 -9.71
H -2.72 -3.26 -8.04
H -2.09 -1.91 -9.01
C 4.01 2.41 8.85
C 4.98 1.32 8.35
N 6.29 1.91 7.83
C 6.06 3.10 6.95
C 7.30 2.43 8.87
C 7.69 1.45 9.90
C 7.06 0.77 7.11
C 6.50 0.25 5.81
O 6.97 1.09 4.81
C 6.80 0.49 3.53
H 3.16 1.90 9.19
H 3.67 2.94 7.99
H 4.46 2.99 9.68
H 4.45 0.83 7.44
H 5.22 0.58 9.11
H 5.37 2.71 6.23
H 7.00 3.42 6.54
H 5.66 3.84 7.67
H 6.84 3.33 9.28
H 8.19 2.79 8.32
H 8.14 2.06 10.70
H 8.38 0.73 9.47
H 6.80 0.91 10.31
H 7.06 -0.08 7.90
H 8.10 1.09 7.00
H 5.42 0.24 5.87
H 6.77 -0.76 5.77
H 5.73 0.48 3.24
H 7.16 -0.56 3.58
H 7.32 1.07 2.80
C -4.25 4.65 0.42
C -3.62 5.77 1.17
N -2.17 5.69 1.47
C -1.84 6.92 2.31
C -1.90 4.38 2.17
C -2.69 4.07 3.39
C -1.32 5.79 0.19
C 0.15 5.44 0.26
O 0.79 6.10 1.34
C 2.08 5.56 1.65
H -3.84 4.52 -0.58
H -5.29 4.90 0.35
H -4.12 3.72 1.00
H -4.11 5.81 2.15
H -3.85 6.73 0.66
H -2.53 7.06 3.14
H -2.07 7.79 1.72
H -0.79 6.74 2.53
H -0.86 4.41 2.36
H -2.02 3.69 1.35
H -2.60 4.95 4.07
H -2.27 3.25 3.89
H -3.74 3.86 3.18
H -1.49 6.83 -0.16
H -1.76 5.13 -0.59
H 0.54 5.82 -0.74
H 0.45 4.40 0.29
H 2.68 5.65 0.78
H 2.07 4.56 2.04
H 2.52 6.18 2.37
B -2.60 -3.35 2.45
F -2.36 -4.66 2.85
F -2.26 -2.37 3.36
F -1.69 -3.04 1.38
F -3.86 -3.19 2.02
B 3.36 -1.91 -0.19
F 4.69 -1.91 0.30
F 3.01 -0.67 -0.77
F 3.23 -2.95 -1.17
F 2.45 -2.16 0.83
B -4.01 3.06 -3.42
F -3.80 3.37 -4.83
F -2.89 3.25 -2.66
F -5.12 3.77 -2.97
F -4.29 1.71 -3.47
B 2.58 3.15 -2.11
F 1.39 3.30 -1.46
F 3.52 3.08 -1.06
F 2.45 1.98 -2.92
F 2.83 4.18 -2.98
B 2.82 1.87 4.61
F 1.41 2.02 4.76
F 3.48 3.01 5.08
F 3.29 0.83 5.52
F 3.09 1.46 3.34
*
```


Among the records above, which one has the lowest M? C64H152O8


The lowest M belongs to which entry? C64H152O8